10
Properties=species:S:1:pos:R:3:forces:R:3:lowdin_charge:R:1 method="wB97M-V/def2-TZVPD" charge=0 energy_ha=-301.41983 smiles="O=C1CN=CN1" e_above_lowest_ev=1.834 largest_force_ev_per_a=6.58 lumo_energy_ev=0.5 multiplicity=1
C 0.93848 0.04843 -0.06174 6.364 -1.369 0.954 -0.472
C -0.03180 1.10206 0.07792 -3.129 4.901 -0.911 -0.134
C -1.05395 -0.80063 -0.06567 -0.785 -0.843 -0.957 -0.220
H -0.29248 1.93916 0.93967 1.239 -3.012 -0.979 0.195
H 0.12860 1.95147 -0.62614 0.274 -0.959 -0.338 0.126
H -1.73558 -1.60974 -0.14130 -0.910 -0.400 0.005 0.113
H 0.90286 -1.90769 0.34048 -1.780 0.690 -0.740 0.195
N -1.32148 0.42591 -0.27199 0.449 0.169 1.651 0.056
N 0.27448 -1.13454 0.00148 1.195 -0.557 0.951 0.113
O 2.19088 -0.01445 -0.19270 -2.916 1.378 0.363 0.027